No. 1
Entry from OMol25: a molecular structure, C30H48BF3MnN3P2 (ωB97M-V with the def2-TZVPD basis set).

Output
* HOMO (alpha / beta): -9.070 / -10.088 eV
* Kohn-Sham gap (alpha / beta): 5.971 / 6.855 eV
* spin multiplicity: 6
* net charge: +1

The geometry in XYZ format:
```
88
Properties=species:S:1:pos:R:3:forces:R:3:nbo_charge:R:1
Mn 0.53843 0.10174 0.66434 -0.6 -0.2 -0.1 1.196
C 2.27105 -3.30502 -0.16222 0.0 -0.1 -0.1 -0.610
C 1.62770 -3.46599 1.22560 0.1 -0.1 0.0 -0.351
C 1.39822 -4.95313 1.49682 0.0 -0.1 0.0 -0.616
C 2.60322 -2.89740 2.26554 0.0 0.0 0.0 -0.608
P 0.09448 -2.41689 1.19906 0.1 0.2 0.0 0.868
C -0.82676 -2.94093 -0.33374 0.1 0.0 -0.2 -0.509
N -0.44136 -2.07622 -1.43400 -0.1 -0.2 0.0 -0.658
B -0.10430 -0.68781 -1.24411 0.2 -0.1 0.0 0.176
N 0.63430 -0.34621 -2.43178 0.0 0.1 -0.2 -0.669
C 1.45047 0.84064 -2.58328 -0.1 -0.1 0.0 -0.509
P 1.92738 1.50823 -0.90901 0.1 0.0 0.0 0.853
C 1.28731 3.25740 -0.89323 0.1 0.1 -0.1 -0.341
C -0.23805 3.14627 -1.03536 -0.1 0.0 -0.1 -0.608
C 1.81952 4.13883 -2.02932 -0.1 0.1 0.0 -0.616
C 1.60477 3.92133 0.45516 0.0 0.0 0.0 -0.606
C 3.78459 1.39144 -0.89087 0.1 -0.1 -0.1 -0.342
C 4.51010 2.00910 -2.09007 0.1 0.0 0.0 -0.616
C 4.06801 -0.12160 -0.88165 0.1 0.0 0.0 -0.613
C 4.33379 1.99176 0.40627 0.0 0.0 0.0 -0.609
C 0.68487 -1.44633 -3.30059 0.1 0.3 0.2 0.179
C 1.27631 -1.59477 -4.54051 0.0 -0.1 -0.1 -0.255
C 1.20513 -2.84345 -5.15832 0.0 0.1 0.1 -0.219
C 0.55257 -3.90606 -4.54361 0.0 0.0 0.1 -0.215
C -0.05054 -3.75406 -3.29454 0.0 -0.1 -0.1 -0.245
C 0.02236 -2.51870 -2.68032 -0.1 0.1 0.3 0.114
C -1.09323 -2.82791 2.57023 -0.1 -0.1 0.0 -0.341
C -0.40215 -2.67439 3.92785 0.0 0.0 0.0 -0.611
C -1.72332 -4.22186 2.46610 0.0 0.0 0.0 -0.620
C -2.22028 -1.78649 2.47773 0.0 0.0 0.0 -0.608
H 3.29031 -3.69929 -0.12020 0.0 0.0 0.0 0.224
H 2.33035 -2.26306 -0.48837 -0.1 0.0 0.1 0.209
H 1.73382 -3.85549 -0.93514 0.0 0.0 0.0 0.227
H 2.32774 -5.49695 1.30529 0.0 0.0 0.0 0.226
H 0.63406 -5.38062 0.84495 0.0 0.0 0.0 0.214
H 1.11550 -5.14641 2.53193 0.0 0.0 0.0 0.211
H 3.50632 -3.51343 2.28072 0.0 0.0 0.0 0.228
H 2.19589 -2.88252 3.27694 0.0 0.0 -0.1 0.216
H 2.91363 -1.88104 2.00362 0.0 0.0 0.0 0.193
H -1.89719 -2.89025 -0.12989 0.0 0.0 0.0 0.223
H -0.59591 -3.98418 -0.56031 0.0 0.0 0.0 0.228
H 0.95319 1.62850 -3.15416 0.0 0.0 0.0 0.218
H 2.36462 0.59131 -3.12368 0.0 0.0 0.0 0.225
H -0.54065 2.73610 -2.00034 0.0 0.0 0.0 0.225
H -0.65886 4.15104 -0.94992 0.0 0.0 0.0 0.225
H -0.69938 2.52050 -0.26874 0.1 0.0 0.1 0.197
H 1.73281 3.67152 -3.01197 0.0 0.0 0.0 0.215
H 2.85832 4.42399 -1.87391 0.0 0.0 0.0 0.213
H 1.23342 5.06178 -2.05934 0.0 0.0 0.0 0.225
H 1.41890 3.26007 1.30732 0.0 0.0 -0.1 0.197
H 0.96793 4.80157 0.57393 0.0 0.0 0.0 0.224
H 2.63865 4.25842 0.51302 0.0 0.0 0.0 0.218
H 4.20811 1.56275 -3.03745 0.0 0.0 0.0 0.213
H 5.58233 1.82403 -1.98180 0.0 0.0 0.0 0.225
H 4.37351 3.08485 -2.15894 0.0 0.0 0.0 0.216
H 3.70480 -0.62463 -1.78176 0.0 0.0 0.0 0.222
H 3.62217 -0.61856 -0.01654 0.0 0.1 0.0 0.200
H 5.14836 -0.27806 -0.82811 0.0 0.0 0.0 0.230
H 4.34211 3.08097 0.38247 0.0 0.0 0.0 0.217
H 5.36533 1.65825 0.54281 0.0 0.0 0.0 0.226
H 3.76426 1.67416 1.28493 0.0 0.0 0.0 0.200
H 1.77108 -0.76446 -5.03053 0.0 0.0 0.0 0.215
H 1.65461 -2.98313 -6.13240 0.0 0.0 0.0 0.221
H 0.49877 -4.86250 -5.04629 0.0 0.0 0.0 0.221
H -0.57198 -4.58251 -2.82938 0.0 0.0 0.0 0.216
H 0.33679 -3.45670 4.10476 0.0 0.0 0.0 0.215
H -1.15326 -2.74789 4.71870 0.0 0.0 0.0 0.226
H 0.09454 -1.70512 4.03109 0.0 0.0 0.0 0.202
H -1.00090 -5.02261 2.60168 0.0 0.0 0.0 0.220
H -2.23320 -4.37579 1.51430 0.0 0.0 0.0 0.214
H -2.47659 -4.32398 3.25266 0.0 0.0 0.0 0.224
H -1.84189 -0.76669 2.54673 0.0 0.0 0.0 0.196
H -2.90847 -1.94388 3.31266 0.0 0.0 0.0 0.226
H -2.79704 -1.86984 1.55494 0.0 0.0 0.0 0.220
F 0.58724 4.31001 6.21414 0.0 0.1 0.0 -0.306
C 0.36484 3.00249 6.38168 0.0 -0.2 -0.4 0.970
F -0.78147 2.85810 7.05233 0.0 0.0 0.0 -0.306
F 1.35064 2.50099 7.12648 0.1 0.0 0.0 -0.307
C 0.27840 2.31282 5.02465 0.0 0.2 0.4 -0.060
C 1.28136 1.47272 4.58377 0.1 -0.2 -0.2 -0.213
C 1.13932 0.89411 3.33140 -0.1 0.3 0.5 0.051
N 0.08137 1.12705 2.54720 0.5 -0.2 -0.2 -0.571
C -0.87500 1.94430 2.98211 -0.2 0.1 0.0 0.068
C -0.81890 2.55607 4.22196 -0.2 0.0 -0.2 -0.202
H 2.14962 1.26042 5.19087 0.0 0.0 0.0 0.258
H 1.89231 0.21223 2.95035 0.0 0.0 0.0 0.204
H -1.71239 2.10848 2.31546 0.0 0.0 0.0 0.223
H -1.61954 3.20893 4.54250 0.0 0.0 0.0 0.256
```
Forces are in eV/Å.

***

No. 2
Entry from OMol25: 6 unconnected molecules or ions with the total composition C30H48BF5NO16S2 (ωB97M-V with the def2-TZVPD basis set).

Output
* HOMO: -5.185 eV
* Kohn-Sham gap: 6.816 eV
* net charge: -1

The geometry in XYZ format:
```
103
Properties=species:S:1:pos:R:3:forces:R:3:mulliken_charge:R:1
C 3.25533 0.78711 -0.10117 0.5 0.1 0.7 0.186
C 4.06841 1.80295 -0.89570 -0.3 0.4 0.4 -1.446
N 3.40944 2.09933 -2.18029 1.6 0.3 0.3 0.602
C 4.02172 1.39014 -3.32672 -0.7 -0.3 -0.5 -0.577
C 4.47018 -0.01842 -2.96654 0.4 0.1 -0.5 -0.861
C 3.32355 3.47175 -2.47931 -0.5 -0.1 -0.1 -0.012
S 4.46142 4.61150 -2.17634 0.1 0.0 0.0 -0.243
S 1.82424 3.86568 -3.26713 -0.1 0.2 0.2 -0.202
C 0.65931 2.86419 -2.26296 -0.1 0.0 -0.2 0.031
C -0.09711 3.66956 -1.20355 -0.2 0.5 -0.4 -0.042
C -1.52408 3.11377 -1.03534 0.4 -0.3 0.4 -1.192
B -1.56921 1.44685 -0.95085 -0.3 0.2 -0.2 1.046
C -2.67240 0.85816 0.14855 -0.6 0.0 -0.5 -0.138
C -3.79931 0.01507 -0.46787 -0.1 0.1 0.2 -0.594
C -4.37786 -1.06159 0.46274 0.0 0.2 -0.2 1.242
C -5.29840 -2.03528 -0.29517 0.4 0.0 0.3 -1.021
C -4.53799 -3.26749 -0.82673 -0.2 0.1 -0.5 1.031
C -4.73278 -3.55702 -2.32124 0.3 0.0 -0.1 -1.070
O -6.04904 -3.29706 -2.77777 -0.1 -0.1 0.1 -0.389
C -6.13840 -2.22439 -3.69071 0.0 0.0 -0.1 -0.681
H 3.46115 -0.25739 -0.34493 -0.3 0.2 -0.1 0.294
H 3.53389 0.92300 0.95234 -0.1 -0.1 0.0 0.092
H 2.19582 1.04259 -0.17032 0.0 -0.3 -0.1 -0.367
H 4.05335 2.72264 -0.30791 0.0 0.0 -0.1 0.650
H 5.12792 1.54257 -0.99114 -0.1 -0.1 -0.1 0.203
H 3.26030 1.32536 -4.10945 0.0 0.1 0.1 0.427
H 4.84424 1.97676 -3.76410 0.1 -0.1 0.3 0.329
H 5.49230 -0.01848 -2.57765 -0.2 -0.1 0.2 0.349
H 3.79388 -0.49936 -2.26385 0.1 0.1 -0.3 -0.021
H 4.50620 -0.60821 -3.88590 -0.1 -0.1 0.1 0.412
H 1.26719 2.08572 -1.81409 -0.3 -0.1 -0.3 -0.449
H -0.03854 2.41286 -2.97007 0.0 0.0 0.1 0.462
H 0.45553 3.66198 -0.25615 0.0 -0.2 -0.1 0.148
H -0.12384 4.72020 -1.53375 0.0 0.0 0.1 0.277
H -2.12925 3.50159 -1.86777 0.0 0.0 0.1 0.229
H -1.93185 3.53584 -0.10402 -0.1 0.1 -0.1 0.222
H -1.85876 1.01062 -2.08278 0.1 -0.1 0.1 -0.320
H -0.43570 1.03094 -0.68616 -0.1 0.0 -0.1 -0.524
H -2.13521 0.21511 0.86399 -2.1 1.3 -1.0 -0.270
H -3.14023 1.69624 0.68616 0.0 -0.1 0.2 0.139
H -3.42652 -0.48188 -1.37544 -0.1 0.1 0.0 0.162
H -4.62851 0.67495 -0.76125 0.0 -0.2 -0.3 0.090
H -4.91418 -0.58106 1.28965 0.1 -0.1 0.0 0.419
H -3.52504 -1.61093 0.88709 -0.3 0.0 0.1 -1.182
H -5.74244 -1.48406 -1.12764 -0.2 -0.1 0.1 0.457
H -6.10862 -2.36977 0.35919 -0.1 0.0 -0.2 0.278
H -4.85475 -4.16064 -0.27457 0.0 0.1 -0.1 0.019
H -3.46026 -3.13804 -0.67235 -0.3 0.0 -0.1 -0.433
H -4.00359 -2.97293 -2.89820 -0.2 0.1 0.0 0.390
H -4.50501 -4.61164 -2.52269 0.0 0.1 0.0 0.335
H -5.61156 -1.33399 -3.32655 -0.1 -0.1 0.0 0.307
H -5.71931 -2.49839 -4.66870 0.0 0.0 0.1 0.303
H -7.19655 -1.98640 -3.81222 0.1 0.0 0.0 0.248
C -0.81447 -1.57964 1.86232 0.1 -0.3 0.1 1.008
C -0.29731 -1.35710 3.26944 0.1 0.0 -0.3 0.348
O 0.58283 -0.27185 3.09364 -0.2 0.2 0.3 -0.273
C 0.12812 0.46017 2.00916 0.0 0.0 -0.5 0.265
O 0.47369 1.55803 1.75257 0.2 0.0 0.4 -0.406
O -0.76469 -0.26821 1.31742 2.9 -1.3 1.4 -0.243
F 0.40516 -2.42437 3.74438 0.1 0.0 0.0 -0.344
H -0.14000 -2.23970 1.30646 -0.1 0.1 0.2 -0.312
H -1.82593 -1.96633 1.81664 -0.1 0.2 0.0 -0.837
H -1.06083 -1.09191 4.00349 0.0 -0.1 0.1 0.292
C -3.38967 -6.19720 2.10879 -0.1 0.0 0.1 -0.574
C -3.78973 -4.73443 2.10846 0.0 0.0 0.0 0.459
O -2.77732 -4.15112 1.31509 0.1 -0.3 0.0 0.177
C -2.30664 -5.10169 0.45543 -0.1 0.0 0.4 0.552
O -1.62377 -4.88266 -0.48555 0.2 0.0 0.0 -0.491
O -2.73323 -6.32662 0.84673 0.0 0.0 -0.1 -0.385
F -3.75585 -4.18825 3.34658 0.1 0.0 0.1 -0.342
H -2.67892 -6.39815 2.91217 0.0 0.1 0.0 0.312
H -4.22780 -6.88430 2.17271 0.0 0.0 -0.2 0.311
H -4.76038 -4.52395 1.65637 0.0 0.0 0.2 0.182
C 2.22557 7.60271 -0.87712 0.1 -0.2 0.0 0.134
C 2.64291 8.02156 0.51637 0.0 0.0 -0.1 0.321
O 1.80724 9.13418 0.76449 -0.2 -0.1 0.2 -0.330
C 0.67358 8.98092 0.01616 0.0 0.1 -0.1 0.655
O -0.31660 9.61566 0.16895 0.1 0.0 0.0 -0.521
O 0.85285 8.01272 -0.90285 0.0 0.0 0.0 -0.307
F 3.93843 8.41898 0.57976 0.0 0.1 0.0 -0.284
H 2.78399 8.15548 -1.63381 0.1 0.0 0.1 0.221
H 2.31999 6.53553 -1.06075 -0.2 0.0 -0.1 -0.205
H 2.47317 7.26737 1.28662 0.1 0.0 0.0 0.295
C 2.19006 -4.51734 -0.93730 -0.1 0.0 0.0 -0.366
C 1.71040 -3.08352 -1.03643 0.1 0.0 -0.1 0.185
O 2.64175 -2.51857 -1.94123 -0.2 -0.2 -0.2 -0.134
C 3.10319 -3.51538 -2.74919 0.0 0.0 0.1 0.502
O 3.69852 -3.35390 -3.75898 0.0 0.0 0.1 -0.510
O 2.77116 -4.72325 -2.22667 0.0 0.0 0.0 -0.368
F 1.79821 -2.43374 0.15106 0.1 0.0 0.0 -0.258
H 2.96051 -4.60893 -0.17002 0.0 0.1 0.0 0.297
H 1.39410 -5.23374 -0.75770 0.0 0.0 -0.2 0.237
H 0.70097 -2.96388 -1.43256 0.0 0.1 0.1 0.354
C 3.57221 -0.01733 4.46239 -0.1 0.0 -0.2 0.118
C 3.32163 -1.05384 5.53578 0.1 0.0 -0.1 0.466
O 4.27628 -0.70918 6.51992 -0.2 0.1 0.2 -0.376
C 4.53836 0.62634 6.40079 0.1 0.0 0.0 0.607
O 5.10613 1.27285 7.21588 0.0 -0.1 -0.1 -0.518
O 4.04743 1.09210 5.23308 0.0 0.0 0.1 -0.320
F 3.55859 -2.31832 5.11030 0.1 0.0 0.0 -0.290
H 4.35811 -0.34637 3.78000 0.0 -0.1 0.0 0.195
H 2.68481 0.24701 3.89877 0.0 0.2 0.1 -0.129
H 2.32403 -1.01747 5.97736 0.0 -0.1 -0.1 0.287
```
Forces are in eV/Å.